{
  "formula": "C4H11N3",
  "method": "wB97M-V/def2-TZVPD",
  "elements": ["C", "C", "C", "N", "C", "N", "N", "H", "H", "H", "H", "H", "H", "H", "H", "H", "H", "H"],
  "positions_angstrom": [[-1.480, -0.856, 0.642], [-0.503, -0.839, -0.459], [-0.065, 0.617, -0.976], [2.694, 0.179, -0.296], [1.776, 1.003, 0.503], [0.644, 1.419, 0.036], [-2.486, 0.199, 0.576], [-1.978, -1.831, 0.853], [-0.882, -0.685, 1.571], [-0.832, -1.469, -1.318], [0.450, -1.328, -0.253], [0.688, 0.262, -1.760], [-0.920, 1.201, -1.411], [2.560, 0.110, -1.330], [3.599, -0.135, -0.034], [2.135, 1.193, 1.492], [-3.248, -0.087, 1.162], [-2.154, 1.048, 1.001]],
  "lowdin_spin": [0.0344, 0.0540, 0.0650, 0.1813, 0.2026, 0.0048, 0.0067, 0.0075, 0.0120, 0.0099, 0.0311, 0.0471, 0.0046, 0.1310, 0.1585, 0.0414, 0.0048, 0.0035],
  "e_above_lowest_kj_mol": 147.4,
  "spin_multiplicity": 2,
  "lumo_energy_ev": [3.94, 3.75],
  "homo_ev": [1.23, -4.56],
  "total_charge": -1
}

---

{
  "formula": "C3H6DyO",
  "method": "wB97M-V/def2-TZVPD",
  "elements": ["C", "C", "O", "C", "Dy", "H", "H", "H", "H", "H", "H"],
  "positions_angstrom": [[1.039, -1.203, 0.149], [-0.307, -1.473, -0.504], [-0.941, -0.136, -0.248], [-1.818, -0.133, 0.823], [1.129, 1.013, -0.671], [0.524, -1.199, 1.353], [-0.787, -2.213, 0.157], [-0.702, -1.922, -1.426], [-2.180, 0.858, 1.099], [-2.508, -0.979, 0.853], [1.817, -1.890, -0.203]],
  "lowdin_spin": [0.4499, 0.0636, 0.1453, 0.6778, 4.5026, 0.0320, 0.0320, 0.0018, 0.0371, 0.0403, 0.0177],
  "spin_multiplicity": 7,
  "lumo_energy_ev": [-10.23, -11.38],
  "homo_ev": [-16.65, -19.75],
  "total_charge": 2
}